{"formula": "C5H7NO", "method": "ωB97M-V/def2-TZVPD", "species": ["O", "N", "C", "C", "C", "C", "C", "H", "H", "H", "H", "H", "H", "H"], "coordinates": [[-2.37576, -0.51241, 1.12681], [0.10641, -1.33935, -0.55347], [1.23351, -0.57825, -1.06389], [-1.50971, 0.24607, 0.79852], [-1.06834, 1.34174, -0.06793], [-0.07901, 0.63103, 0.90377], [0.81673, -0.44915, 0.35608], [2.15892, -1.10842, -1.28153], [-0.94868, 1.23242, -1.14415], [0.97142, 0.19458, -1.78428], [0.29709, 1.22226, 1.73702], [-1.39745, 2.32443, 0.26035], [0.30506, -2.31733, -0.38156], [1.48980, -0.88763, 1.09426]], "atomic_forces_ev_per_a": [[0.4, 0.5, -0.1], [-0.1, -0.3, -0.1], [0.2, 0.1, -0.2], [-0.3, -0.2, 0.2], [-0.2, 0.1, -0.1], [0.1, -0.1, 0.1], [0.0, 0.0, 0.2], [-0.1, 0.2, 0.1], [-0.1, -0.1, 0.2], [0.1, -0.1, 0.1], [-0.1, -0.1, -0.1], [0.2, 0.0, -0.1], [0.1, 0.0, -0.1], [-0.2, 0.0, -0.1]], "de_lowest_kcal_mol": 72.2, "energy_ev": -8833.0716, "smiles": "O=C1C[C@@H]1[C@@H]1CN1", "fmax_ev_per_a": 0.6, "spin_multiplicity": 1, "e_homo_ev": -8.8243, "homo_lumo_gap_ev": 9.8}